{
  "formula": "C3H5N3S2",
  "method": "the ωB97M-V functional and the def2-TZVPD basis",
  "species": ["N", "N", "C", "S", "C", "N", "C", "S", "H", "H", "H", "H", "H"],
  "xyz": [[-0.498, 0.792, 0.798], [-0.384, 0.297, -0.509], [-0.930, 0.946, -1.573], [-1.639, 2.409, -1.516], [0.155, -0.969, -0.652], [0.776, -1.636, 0.213], [1.185, -1.329, 1.470], [2.525, -0.428, 1.809], [-1.355, 1.308, 0.847], [0.326, 1.414, 0.935], [-0.812, 0.356, -2.451], [0.016, -1.382, -1.656], [0.634, -1.777, 2.284]],
  "mulliken_charge": [-0.6262, 0.2576, -0.0481, -0.3036, 0.1567, -0.3335, -0.1192, -0.2679, 0.2474, 0.2435, 0.2506, 0.2299, 0.3128],
  "mol_weight_g_mol": 147.2,
  "smiles": "NN(C=S)/C=N\\C=S",
  "homo_ev": -8.74,
  "gap_ev": 8.3,
  "fmax_ev_per_a": 1.66,
  "lumo_energy_ev": -0.430
}



{
  "formula": "C3H5N3S2",
  "method": "the ωB97M-V functional and the def2-TZVPD basis",
  "species": ["C", "C", "C", "N", "N", "N", "S", "S", "H", "H", "H", "H", "H"],
  "xyz": [[-0.748, -1.104, -0.157], [-0.918, 0.134, 0.679], [-0.199, 1.298, -0.041], [1.188, 1.310, 0.169], [0.280, -0.992, -0.975], [1.913, 0.383, 0.054], [3.228, -0.263, 0.265], [-1.646, -2.541, 0.021], [-1.965, 0.298, 0.714], [-0.407, 0.037, 1.632], [-0.567, 1.051, -1.115], [-0.571, 2.170, 0.286], [0.413, -1.783, -1.531]],
  "mulliken_charge": [0.2941, -0.6759, -0.4926, -0.3794, -0.5442, 0.3797, -0.0970, -0.2474, 0.3890, 0.3077, 0.3411, 0.5102, 0.2146],
  "mol_weight_g_mol": 147.2,
  "homo_ev": [-8.75, -7.35],
  "gap_ev": [7.5, 4.5],
  "fmax_ev_per_a": 5.09,
  "lumo_energy_ev": [-1.296, -2.803]
}



{
  "formula": "C3H5N4",
  "method": "the ωB97M-V functional and the def2-TZVPD basis",
  "species": ["C", "C", "C", "N", "N", "N", "N", "H", "H", "H", "H", "H"],
  "xyz": [[2.312, 1.383, 0.012], [0.759, -2.290, 0.279], [-2.187, 1.280, 0.224], [-0.963, -0.750, 0.494], [1.357, 0.851, 0.344], [-0.289, -1.678, 0.176], [-1.655, 0.119, 0.169], [3.199, 1.874, -0.343], [0.946, -2.979, -0.453], [1.564, -1.822, 0.861], [-2.255, 2.053, 0.998], [-3.031, 1.444, -0.397]],
  "mulliken_charge": [-0.0129, -0.2814, -0.1623, 0.0118, -0.3205, 0.1175, 0.1438, 0.3330, 0.3246, 0.2838, 0.2891, 0.2734],
  "mol_weight_g_mol": 97.1,
  "homo_ev": -14.30,
  "gap_ev": 9.1,
  "fmax_ev_per_a": 5.19,
  "charge": 1,
  "lumo_energy_ev": -5.198
}



{
  "formula": "C3H5N4",
  "method": "the ωB97M-V functional and the def2-TZVPD basis",
  "species": ["C", "C", "C", "N", "N", "N", "N", "H", "H", "H", "H", "H"],
  "xyz": [[0.300, 1.221, -0.096], [0.511, -0.060, -0.047], [0.986, -1.376, 0.137], [-2.889, -2.819, -0.049], [-0.926, 3.248, 0.028], [-0.818, 2.074, 0.016], [-1.867, -2.519, -0.179], [1.313, 1.624, -0.296], [2.015, -1.590, -0.326], [1.151, -1.590, 1.352], [0.434, -2.176, -0.269], [-0.210, 3.963, -0.271]],
  "mulliken_charge": [0.0045, 0.5757, -0.9063, -0.2068, -0.4383, 0.1636, 0.1651, 0.3404, 0.3375, 0.3147, 0.3667, 0.2831],
  "mol_weight_g_mol": 97.1,
  "homo_ev": [-13.77, -13.77],
  "gap_ev": [6.7, 6.7],
  "fmax_ev_per_a": 4.60,
  "charge": 1,
  "lumo_energy_ev": [-7.108, -7.107]
}



{
  "formula": "C3H5N4O",
  "method": "the ωB97M-V functional and the def2-TZVPD basis",
  "species": ["C", "C", "C", "N", "N", "N", "N", "O", "H", "H", "H", "H", "H"],
  "xyz": [[1.733, -0.348, 0.333], [1.451, -1.655, 0.344], [0.371, 0.270, 0.160], [-0.538, -0.675, -0.009], [0.095, -1.776, 0.170], [-1.714, 1.681, -1.475], [0.079, 1.563, -0.008], [0.560, 2.635, 0.092], [2.646, 0.253, 0.345], [2.109, -2.484, 0.409], [-0.414, -2.648, 0.120], [-1.832, 1.096, -2.312], [-1.409, 2.688, -1.628]],
  "mulliken_charge": [-0.0528, -0.6568, 0.5057, -0.4744, 0.3419, -0.4385, 0.3733, -0.2722, 0.3873, 0.4671, 0.2647, 0.2590, 0.2955],
  "mol_weight_g_mol": 113.1,
  "homo_ev": [-14.46, -15.31],
  "gap_ev": [7.4, 8.8],
  "fmax_ev_per_a": 3.80,
  "charge": 1,
  "lumo_energy_ev": [-7.071, -6.546]
}



{
  "formula": "C3H5N5O2",
  "method": "the ωB97M-V functional and the def2-TZVPD basis",
  "species": ["N", "C", "N", "N", "C", "N", "C", "N", "O", "O", "H", "H", "H", "H", "H"],
  "xyz": [[3.225, -1.294, -0.006], [2.176, -0.710, 0.157], [1.176, -0.175, 0.606], [0.601, 0.980, 0.161], [-0.797, 1.048, 0.338], [-1.256, 2.328, 0.346], [-1.518, -0.037, 0.498], [-1.464, -1.237, 0.097], [-1.837, -2.217, 0.651], [-1.077, -1.387, -1.294], [3.341, -2.069, -0.562], [1.183, 1.821, 0.429], [-2.228, 2.280, 0.170], [-0.626, 2.962, -0.094], [-0.900, -2.292, -1.497]],
  "mulliken_charge": [-0.4969, 0.4153, -0.4426, -0.0525, 0.3687, -0.4921, -0.2663, 0.6845, -0.6457, -0.4282, 0.2598, 0.3017, 0.2489, 0.2253, 0.3200],
  "mol_weight_g_mol": 143.1,
  "smiles": "N=C=NNC(N)=C=[N+]([O-])O",
  "homo_ev": -8.49,
  "gap_ev": 9.0,
  "fmax_ev_per_a": 2.97,
  "lumo_energy_ev": 0.466
}



{
  "formula": "C3H5N5O2",
  "method": "the ωB97M-V functional and the def2-TZVPD basis",
  "species": ["N", "C", "O", "C", "O", "C", "N", "N", "N", "N", "H", "H", "H", "H", "H"],
  "xyz": [[0.960, 1.144, -0.348], [0.444, -0.156, -0.364], [0.958, -1.049, 0.729], [2.170, -1.480, 0.418], [2.917, -1.193, -0.495], [-1.205, -0.048, -0.151], [-2.186, -0.942, -0.358], [-3.283, -0.365, 0.112], [-3.063, 0.836, 0.552], [-1.775, 1.060, 0.349], [0.349, 1.911, -0.509], [1.901, 1.173, -0.611], [0.563, -0.674, -1.345], [2.596, -2.080, 1.227], [-1.346, 1.863, 0.794]],
  "mulliken_charge": [-0.5768, 0.4855, -0.2478, 0.0789, -0.4827, 0.2666, -0.3295, -0.2532, -0.5576, 0.2506, 0.1727, 0.2092, 0.2785, 0.3852, 0.3204],
  "mol_weight_g_mol": 143.1,
  "smiles": "N[C@@H](OC=O)c1nnn[nH]1",
  "homo_ev": -10.72,
  "gap_ev": 11.2,
  "fmax_ev_per_a": 4.22,
  "lumo_energy_ev": 0.519
}



{
  "formula": "C3H5NO",
  "method": "the ωB97M-V functional and the def2-TZVPD basis",
  "species": ["O", "C", "N", "C", "C", "H", "H", "H", "H", "H"],
  "xyz": [[-0.759, 1.074, 1.405], [-0.628, -0.133, 1.356], [-0.284, -0.804, 0.214], [-0.120, 0.540, -0.881], [0.851, -0.487, -0.635], [-0.923, -0.760, 2.212], [0.094, 1.585, -0.618], [-0.967, 0.404, -1.530], [0.973, -1.242, -1.395], [1.762, -0.177, -0.130]],
  "mulliken_charge": [-0.5274, 0.1667, -0.4231, -0.3871, -0.1728, 0.3872, 0.1990, 0.3047, 0.2257, 0.2272],
  "mol_weight_g_mol": 71.1,
  "smiles": "O=CN1CC1",
  "homo_ev": -9.54,
  "gap_ev": 10.6,
  "fmax_ev_per_a": 2.02,
  "lumo_energy_ev": 1.026
}



Energy relative to the best compared isomer or geometry (same formula, charge and spin), record by record: 173.7 479.6 575.5 496.3 567.5 601.6 107.8 256.3 kJ/mol